# C22H24BCrN7

C22H24BCrN7 as an isolated structure (the ωB97M-V functional and the def2-TZVPD basis, the Open Molecules 2025 dataset).

Each line ends with the Löwdin charge.
Element x y z (Å)
H (1.178, 3.319, -0.357)  0.1191
N (0.650, 1.709, -1.644)  -0.0803
B (-0.645, 0.450, -3.566)  -0.4888
N (-0.035, 1.688, -2.868)  0.0139
C (0.159, 2.870, -3.473)  -0.0491
Cr (1.656, 0.473, -0.496)  0.8301
H (-0.121, 2.952, -4.523)  0.1323
C (0.674, 3.756, -2.528)  -0.0538
H (0.850, 4.798, -2.712)  0.0928
C (0.888, 3.022, -1.365)  -0.1114
H (-0.614, 0.558, -4.764)  0.1134
C (-2.850, -2.663, 2.186)  -0.0392
H (-2.592, -3.452, 2.888)  0.0150
H (-1.956, -2.360, 1.641)  0.0139
H (-3.594, -3.043, 1.489)  0.0174
N (-2.161, 0.209, -3.143)  -0.0446
N (0.289, -0.675, -3.086)  0.0004
N (-2.479, 0.255, -1.800)  0.0377
N (0.839, -0.816, -1.806)  -0.0609
C (-3.297, -0.110, -3.840)  -0.0963
C (0.810, -1.620, -3.880)  -0.0520
H (-3.314, -0.097, -4.911)  0.0995
H (0.626, -1.547, -4.944)  0.1263
C (-4.314, -0.380, -2.906)  -0.0827
C (1.458, -2.556, -3.074)  -0.0494
C (-3.707, -0.181, -1.630)  -0.1804
C (1.345, -2.084, -1.766)  -0.1031
H (-5.324, -0.654, -3.093)  0.0674
H (1.921, -3.453, -3.424)  0.0896
H (-4.122, -0.361, -0.626)  0.1022
H (1.538, -2.567, -0.813)  0.1160
H (-3.245, -1.850, 2.716)  -0.0077
C (-0.546, 3.311, 3.989)  -0.1195
C (-1.204, 2.981, 2.794)  -0.1005
C (-0.720, 1.947, 1.989)  -0.0447
C (0.450, 1.228, 2.357)  -0.2932
C (1.037, 1.505, 3.625)  -0.0397
C (0.573, 2.573, 4.396)  -0.1050
N (1.031, 0.330, 1.450)  -0.0827
C (1.780, -0.792, 1.856)  -0.3125
C (2.942, -1.018, 1.065)  -0.1221
C (3.780, -2.080, 1.371)  -0.0903
C (3.438, -2.939, 2.426)  -0.1056
C (2.247, -2.783, 3.146)  -0.0738
C (1.429, -1.667, 2.911)  -0.0214
H (-0.931, 4.127, 4.609)  0.0944
H (-2.114, 3.504, 2.487)  0.1004
H (-1.244, 1.635, 1.077)  0.1059
H (1.864, 0.884, 3.995)  0.1088
H (1.054, 2.816, 5.345)  0.0983
H (3.275, -0.239, 0.309)  0.0820
H (4.703, -2.190, 0.800)  0.1101
H (4.121, -3.750, 2.665)  0.0955
H (1.983, -3.497, 3.930)  0.1066
H (0.539, -1.478, 3.524)  0.1219

⟨S²⟩	6.0193
LUMO (spin up / spin down)	-0.3 / -0.5	eV
total energy	-2305.3293	Ha
F_max	3.5	eV Å⁻¹
ΔE to the lowest compared entry with this formula, charge and spin	98.98	kJ/mol
multiplicity	5